{
  "formula": "C23H42Cl3InNO2",
  "method": "ωB97M-V/def2-TZVPD",
  "de_lowest_kj_mol": 670.7,
  "total_energy_ev": -72850.0512,
  "e_lumo_ev": 2.191,
  "max_force_ev_per_a": 6.342,
  "total_charge": -1,
  "elements": ["C", "C", "C", "In", "C", "C", "C", "C", "C", "C", "C", "C", "C", "C", "C", "C", "N", "C", "C", "C", "C", "C", "C", "O", "C", "O", "H", "H", "H", "H", "H", "H", "H", "H", "H", "H", "H", "H", "H", "H", "H", "H", "H", "H", "H", "H", "H", "H", "H", "H", "H", "H", "H", "H", "H", "H", "H", "H", "H", "H", "H", "H", "H", "H", "H", "H", "H", "C", "Cl", "Cl", "Cl", "H"],
  "coordinates": [[-4.511921, 0.530471, -2.298137], [-3.079346, 0.845341, -3.002262], [-2.889147, 0.118943, -4.424099], [-2.096542, -2.012184, -4.226490], [-1.445577, -2.513501, -2.086921], [-2.791915, -2.996072, -1.330941], [-2.722816, -2.906774, 0.270980], [-1.364072, -3.485832, 0.915666], [-0.509875, -2.305094, 1.643412], [0.020799, -2.731245, 3.109136], [-0.646778, -1.875537, 4.312511], [0.332715, -0.643162, 4.678964], [-0.473251, 0.750193, 4.609937], [0.272407, 1.787890, 5.633631], [1.242638, 2.692338, 4.725747], [2.511209, 3.305272, 5.508114], [2.946958, 4.519604, 4.713681], [2.908780, 4.588463, 3.261482], [3.379299, 5.987195, 2.794940], [3.676632, 6.681510, 4.159519], [3.397021, 5.735695, 5.357378], [-0.570640, -2.568809, -5.795550], [0.870208, -1.890540, -5.621026], [1.668513, -2.708946, -4.706363], [2.629444, -1.818887, -4.138004], [3.738737, -1.663356, -4.696456], [-5.082546, 1.490553, -2.020662], [-5.156586, -0.163010, -2.934332], [-4.274207, 0.016046, -1.291820], [-2.246001, 0.503402, -2.278283], [-2.967166, 1.991406, -3.071075], [-3.917270, 0.056171, -4.955306], [-2.235750, 0.790238, -5.084837], [-3.544087, -3.084087, -4.528998], [-0.589736, -3.267889, -2.040595], [-1.105877, -1.506568, -1.620414], [-3.074179, -4.021562, -1.744140], [-3.621844, -2.263778, -1.669257], [-2.994989, -1.849433, 0.655862], [-3.576039, -3.585841, 0.669406], [-0.743535, -4.100480, 0.181366], [-1.675686, -4.195692, 1.776882], [0.360119, -1.932759, 0.987086], [-1.199346, -1.398361, 1.796076], [-0.163769, -3.848404, 3.308147], [1.169665, -2.592231, 3.084161], [-0.751335, -2.499869, 5.278221], [-1.676911, -1.458381, 4.045818], [0.753515, -0.756204, 5.744306], [1.247901, -0.595243, 3.975315], [-0.311354, 1.171546, 3.543336], [-1.593428, 0.666051, 4.803541], [0.780968, 1.259853, 6.506169], [-0.572841, 2.485571, 6.009261], [0.584139, 3.498412, 4.231804], [1.680459, 2.020068, 3.891687], [3.416153, 2.583870, 5.522898], [2.282601, 3.578659, 6.604564], [2.576471, 3.809636, 2.502679], [3.435831, 6.363173, 1.725910], [4.040590, 7.770362, 4.210705], [3.474943, 5.917418, 6.480755], [-0.463598, -3.699747, -5.913795], [-0.986873, -2.182944, -6.808131], [1.395979, -1.967890, -6.653408], [0.851462, -0.774820, -5.367954], [2.289503, -1.265359, -3.182921], [3.593729, 0.278522, -7.855826], [3.455659, -0.983038, -9.088934], [4.533813, 1.648135, -8.469870], [1.991773, 0.809951, -7.328334], [4.116195, -0.138428, -6.995913]],
  "forces_ev_per_angstrom": [[0.85, -0.02, 0.73], [-0.14, 0.16, 0.23], [-0.56, 1.07, 0.05], [-0.28, -0.42, 0.04], [-0.43, 0.61, 0.67], [0.55, 1.26, -0.41], [-0.74, -1.35, -0.16], [-0.45, 0.67, 1.22], [-0.19, -0.10, 0.10], [0.10, -0.22, -0.14], [1.43, 0.00, 0.13], [-0.80, 0.34, 0.11], [1.78, 0.29, 0.19], [-1.44, 0.79, -1.42], [0.42, -0.96, 0.54], [-0.08, -0.03, -0.85], [0.26, 1.23, -0.48], [1.46, 4.15, 0.01], [-0.84, -2.91, 5.57], [-0.77, -2.10, 0.04], [0.14, 1.21, -5.67], [0.62, 0.72, -0.80], [-1.08, -0.99, -2.54], [1.36, 2.62, 1.46], [1.80, -0.70, -2.38], [-3.64, -0.25, 2.34], [0.76, -1.42, -0.65], [0.86, 0.98, 0.86], [-0.66, 0.60, -1.54], [-1.27, 0.52, -1.08], [-0.19, -1.60, -0.04], [1.55, 0.17, 0.81], [-0.76, -0.92, 0.81], [0.23, 0.14, 0.05], [-1.13, 0.97, 0.09], [-0.32, -1.60, -0.48], [0.31, 1.23, 0.87], [1.10, -1.31, 0.53], [0.79, -1.58, -0.74], [1.18, 1.11, -0.55], [-0.86, 1.05, 0.88], [0.52, 1.01, -1.41], [-1.32, -0.70, 0.93], [0.93, -1.31, -0.35], [0.21, 1.59, -0.50], [-1.82, -0.22, 0.49], [0.05, 0.77, -1.66], [1.42, -0.77, 0.16], [-0.68, 0.02, -1.57], [-1.54, -0.10, 1.04], [-0.64, -0.62, 1.67], [1.60, -0.10, -0.08], [-0.65, 0.70, -1.24], [1.59, -1.04, -0.13], [1.33, -1.09, 0.84], [-0.79, 1.11, 1.23], [-1.67, 0.88, -0.01], [0.24, -0.09, -1.88], [0.44, 0.79, 1.90], [-0.03, -0.56, 1.84], [-0.65, -2.01, 0.21], [-0.21, -0.59, -2.03], [0.11, 1.48, 0.20], [0.68, -0.56, 1.49], [-0.44, 0.33, 1.66], [-0.10, -1.56, 0.16], [0.45, -0.88, -1.37], [-0.12, -0.10, 0.13], [0.03, 0.09, 0.11], [0.01, -0.05, 0.03], [0.25, 0.12, -0.15], [-0.14, 0.03, -0.14]]
}